DFT (ωB97M-V/def2-TZVPD) results for C28H78F6NO30S2Tl as an isolated structure at a distorted geometry.

Structure (XYZ):
```
146
Properties=species:S:1:pos:R:3:forces:R:3
Tl 25.144840 10.623154 25.192708 0.3773 -0.7637 -0.8989
C 25.483246 6.441654 22.343632 0.6908 1.1556 -0.8441
F 26.584660 6.125752 21.664056 -0.5883 -1.0023 0.5327
F 24.874942 7.361895 21.596398 -0.0670 0.5353 0.6573
F 24.599219 5.493242 22.523769 0.8895 -0.4746 0.3909
S 25.997210 7.148493 24.101736 -2.0986 -1.4372 2.3341
O 24.701087 7.500906 24.614448 -0.3185 0.5978 -0.1532
O 26.654864 6.118071 24.920594 -0.1665 2.2732 -2.2031
N 26.707080 8.691839 23.835469 -3.2282 -2.6858 0.6952
S 28.138053 8.429223 23.382638 5.7826 1.4681 -1.9451
O 28.993339 9.270540 24.184935 -0.0261 -0.0782 -0.4970
O 28.598457 7.068274 23.147897 -1.2772 1.5056 -0.0162
C 28.107232 9.263288 21.604435 1.9255 -1.0617 1.7494
F 27.025303 8.787712 21.012832 0.2340 0.9322 -0.6406
F 28.145651 10.639880 21.673850 -0.1975 -2.3768 -0.7484
F 29.233187 8.785330 20.964829 -1.5881 1.2084 0.4585
C 29.707033 5.128666 18.816048 -0.4797 -0.9376 -2.1683
C 29.435099 4.573088 17.398786 1.3171 0.7422 0.0829
O 28.302201 5.233982 16.863662 0.1122 0.2461 0.0685
O 28.709147 4.539238 19.570974 -0.5743 -0.0210 2.1920
H 29.689955 6.218525 18.811593 -0.1030 0.1499 -0.0406
H 30.701917 4.824825 19.141606 -0.1697 -0.2701 0.2403
H 29.247932 3.499283 17.395554 0.1585 -0.0892 0.5039
H 30.354806 4.747391 16.840347 -0.0238 0.1779 -0.6741
H 28.150766 4.883688 15.982774 -0.1504 0.0328 -0.0445
H 27.874441 4.953973 19.341047 -0.1232 -0.0282 -0.1062
C 27.334132 3.287311 27.741982 -0.1991 -0.5298 0.1211
C 26.852981 1.889477 27.220564 -1.0580 1.1098 0.8219
O 26.628944 1.886999 25.811010 0.2956 -0.3776 0.7989
O 26.602835 4.396243 27.247077 -0.0845 -0.3194 -0.0549
H 28.401243 3.409368 27.556300 0.1681 -0.0240 -0.2713
H 27.208745 3.381629 28.820625 0.0073 -0.4983 0.0974
H 25.889699 1.626836 27.657845 -0.2680 0.4446 0.0106
H 27.468630 1.081985 27.616843 0.6679 0.0512 -0.5315
H 27.487453 1.709220 25.419906 0.6047 -0.1959 -0.1917
H 26.685248 4.418291 26.290876 -0.0471 0.0689 -0.2654
C 21.319259 9.892076 25.262020 0.2391 -1.5523 1.3410
C 21.434319 11.262168 25.805499 -0.9149 0.0058 0.6078
O 22.389469 11.998105 25.121304 1.3169 0.8437 -1.1099
O 22.500980 9.152751 25.613236 0.2623 0.9945 -1.0520
H 21.048433 9.913559 24.206413 0.4183 -0.1700 -0.2027
H 20.548625 9.344825 25.804914 -0.6674 0.4327 -0.1974
H 21.782142 11.227349 26.837926 -0.5973 -0.1318 0.2826
H 20.448138 11.710231 25.683836 -0.0794 0.2710 0.4316
H 22.016591 12.834981 24.834613 0.1205 0.0070 0.0615
H 22.210128 8.336397 26.026239 0.2351 -0.7307 0.3075
C 33.082723 7.349144 20.333141 0.5913 0.4334 1.2738
C 32.074371 7.051486 21.399316 -0.7236 0.4762 0.8270
O 32.318815 5.935020 22.249717 0.6961 -0.2223 -0.4540
O 32.778313 6.712467 19.141631 0.0856 -0.4602 -0.7384
H 34.055521 7.044355 20.718988 0.3606 -0.0330 0.0108
H 33.148612 8.432453 20.232092 -0.2042 -0.0189 -0.5761
H 31.107106 6.830571 20.947989 -0.2517 0.7665 -0.1442
H 32.086591 7.918164 22.060236 -0.5246 -0.1054 0.2158
H 32.486758 5.196942 21.659267 0.0064 -0.4607 0.3107
H 32.899055 5.791721 19.385034 -0.0414 -0.3761 -0.7618
C 33.424341 9.454176 25.427711 -1.2314 -0.7562 -0.3493
C 31.954377 9.983449 25.587172 1.9109 0.2489 0.1305
O 32.001359 11.380301 25.409761 -0.7055 1.3228 0.1896
O 33.758536 9.187260 24.070131 0.1051 -1.1092 0.0130
H 33.466722 8.503576 25.959376 0.0939 -0.3355 -0.3267
H 34.209900 10.050211 25.892198 -0.4356 0.6390 0.1225
H 31.593709 9.836152 26.605159 -0.0323 -0.2799 -0.0508
H 31.267815 9.569708 24.848553 0.1282 -0.5813 0.1452
H 32.326609 11.524684 24.518154 0.6961 -0.0490 -0.1915
H 33.718033 9.917537 23.448323 -0.1228 0.5877 0.6073
C 29.840990 5.887914 26.085048 1.0814 -0.6771 -2.0082
C 30.958208 5.076089 25.409303 -1.3536 -0.8567 -3.3592
O 32.076721 5.827546 24.968200 0.5295 0.5938 2.1520
O 30.484142 6.675361 26.990711 -0.0682 1.3621 2.9290
H 29.055864 5.222815 26.444658 0.2601 0.0609 0.7631
H 29.338626 6.546838 25.376851 0.0004 -0.2281 -0.5245
H 30.576239 4.757473 24.439408 -0.8908 -0.3932 -0.0253
H 31.193234 4.099665 25.832944 0.4866 0.4637 0.9712
H 32.101973 5.896716 24.011028 -0.1341 -0.0484 -0.2881
H 31.329860 6.943488 26.624032 0.1926 -0.0825 -0.3114
C 30.751193 12.373411 22.144885 -0.8175 -0.5284 -1.2870
C 31.729744 11.203113 21.930327 0.0782 2.2037 -1.2328
O 32.856677 11.494315 22.771588 -0.0565 -0.8528 0.6287
O 30.172652 12.267483 23.393484 -0.4051 0.4106 0.8740
H 29.884809 12.422074 21.485256 0.1716 -0.7102 -0.5889
H 31.178758 13.356598 21.948298 0.8168 0.0853 0.3089
H 32.132268 11.244743 20.918231 -0.3884 -0.3443 -0.3196
H 31.259551 10.237618 22.116986 0.3809 0.0920 0.4907
H 33.291085 12.294380 22.466978 0.0094 0.0987 -0.2029
H 30.872974 12.229038 24.048982 -0.1985 -0.1495 0.8480
C 23.011028 10.603049 22.012859 0.2464 0.8795 0.4294
C 24.156837 10.919763 21.046250 0.5671 -1.4124 0.4496
O 25.374118 11.179333 21.751274 -0.3705 0.4037 0.2511
O 23.343137 9.558740 22.960022 -0.0231 0.7807 -1.2743
H 22.086181 10.412827 21.468283 0.1476 -0.5339 -0.3097
H 22.732793 11.466431 22.617219 0.3788 0.3605 0.0145
H 23.948467 11.710034 20.325034 -0.3891 0.1394 0.1678
H 24.404016 10.004246 20.508824 -0.6879 -0.1527 -0.4886
H 26.070938 10.828743 21.191683 0.0515 0.1638 0.2195
H 22.602764 8.950943 22.896536 0.2369 -0.4457 0.4886
C 22.812567 3.466669 20.947357 -0.4158 0.4701 -0.3360
C 21.891443 4.528031 20.360608 0.6911 0.0551 -1.0307
O 22.243870 4.853338 18.961733 -0.0583 -0.4098 1.6648
O 22.581208 2.229579 20.319644 0.3102 -0.3622 -0.0694
H 22.587121 3.358265 22.008262 0.0025 0.3610 0.2639
H 23.856586 3.770947 20.872904 0.0231 -0.2913 -0.3181
H 21.983320 5.413475 20.989611 -0.2807 0.2554 -0.0171
H 20.884140 4.111751 20.372683 -0.1965 0.2436 0.1435
H 21.489594 5.321473 18.596335 -0.0277 0.0030 -0.0708
H 21.777985 1.903390 20.731992 -0.0463 -0.3537 -0.2116
C 25.878461 13.870297 23.031214 -1.8104 0.4541 -0.4801
C 27.197401 13.570394 23.671060 0.2235 -0.7145 1.5010
O 27.445433 12.167913 23.757028 -1.0918 -0.0778 -0.5482
O 24.732530 13.206280 23.615692 0.6051 -1.4703 0.9120
H 25.924418 13.582536 21.980896 0.0298 0.0272 -0.0611
H 25.508402 14.890195 23.135954 1.3406 0.5963 -0.3416
H 27.264519 13.842986 24.724281 -0.3680 0.9714 0.0125
H 27.995761 14.085222 23.136569 -0.0724 0.0491 -0.1591
H 28.363299 12.004442 23.528106 0.5993 -0.1766 0.2158
H 23.920482 13.695307 23.463943 0.2952 0.1533 -0.1187
C 22.817346 5.563350 26.643206 0.5111 -1.1418 -0.6906
C 22.829164 5.080970 25.190570 -0.5719 -0.9033 -1.0734
O 21.614518 4.447867 24.686880 -0.0434 0.7095 0.6269
O 21.943871 6.615292 26.820272 -1.8121 1.8129 0.1037
H 23.783512 5.952391 26.964584 0.4902 -0.7648 -0.2349
H 22.457269 4.753461 27.277653 0.5385 -0.3554 0.0605
H 23.604447 4.341899 24.988539 0.5606 0.2500 0.4983
H 22.960285 5.873802 24.454155 0.1623 0.2901 0.5490
H 21.520881 3.548832 25.010270 0.2132 -0.0363 0.2140
H 21.429931 6.454620 27.615032 -0.1042 0.2054 -0.1184
C 29.124279 2.582347 23.542538 -1.1591 0.5381 -0.6619
C 27.992615 3.594540 23.333844 0.7116 1.9237 -0.7975
O 26.635858 3.307963 23.537217 0.4158 -0.9497 -0.1174
O 29.242555 2.292174 24.932120 0.0979 -0.2720 -0.0900
H 30.027993 3.063265 23.168216 0.1120 0.1046 0.0354
H 28.972331 1.679217 22.951459 -0.1451 -0.2087 0.0590
H 28.050604 4.046410 22.343617 0.3170 -0.5750 -0.4254
H 28.205138 4.481599 23.930568 0.5204 -0.0068 0.5700
H 26.661028 2.916038 24.413207 -1.1726 -0.1280 0.4717
H 29.990546 1.693985 24.997524 0.0936 -0.1528 0.3786
C 28.269796 10.201333 27.622157 0.5144 -0.7940 -1.6538
C 27.815571 8.815412 27.169627 -0.1959 0.1850 1.0194
O 26.382053 8.739174 27.158795 -0.2092 0.4114 -0.4690
O 27.891940 11.190020 26.655787 -0.7996 -0.2887 0.4129
H 29.355203 10.112252 27.576895 0.2009 0.1819 0.4821
H 27.910407 10.360271 28.638856 -0.0822 0.4269 -0.0710
H 28.227861 8.191594 27.962704 -0.0951 -0.4877 -0.1451
H 28.196573 8.457453 26.213174 0.1463 0.4537 0.1939
H 26.070686 8.013999 27.705386 0.0071 -0.1249 -0.0126
H 28.471922 11.952362 26.719608 0.0429 0.0458 -0.0153
```
Forces are in eV/Å.

Values from the calculation:
Net charge: +1
<S²>: 0.76
2S+1: 2
HOMO level (spin up / spin down): -11.055 / -11.042 eV

Atom charges from the Löwdin analysis, given in e for atoms 1 to 4:
1. Tl 1.3490
2. C -0.6071
3. F 0.1441
4. F 0.1460